No. 1
# H3PS4

A 2-piece molecular cluster, H3PS4 overall (wB97M-V/def2-TZVPD, OMol25).

Kohn-Sham gap (alpha / beta)   5.9 / 5.9 eV
Total charge   0
Relative energy (zero: lowest compared OMol25 entry of this formula, charge and spin)   58.6 kcal/mol
HOMO (alpha / beta)   -8.8 / -8.8 eV

The geometry in XYZ format:
```
8
H3PS4 (wB97M-V/def2-TZVPD)
P 0.35021 -0.71210 -0.26830
S 0.33928 -2.49604 -1.19876
S -2.22397 1.08757 -0.48050
S 0.85381 -0.84847 1.80971
S 1.54855 0.78728 -1.17804
H -2.03336 2.32166 0.16878
H 0.22880 -2.02422 1.92239
H 0.93668 1.88432 -0.77529
```

Results of the natural (NBO) charge analysis, in e, for atoms 1 through 2: P 0.69; S -0.35



No. 2
# H3S2

H3S2 as an isolated structure (wB97M-V/def2-TZVPD, OMol25).

Kohn-Sham gap   7.2 eV
Total charge   -1
Relative energy (zero: lowest compared OMol25 entry of this formula, charge and spin)   0.9 kcal/mol
HOMO   -3.3 eV

The geometry in XYZ format:
```
5
H3S2 (wB97M-V/def2-TZVPD)
S -0.80257 1.25225 -0.76177
H 0.37491 1.85888 -0.99989
S 0.47205 -1.12025 1.17487
H -0.24040 0.10648 0.27273
H 0.19601 -2.09736 0.31406
```

Results of the natural (NBO) charge analysis, in e, for atoms 1 through 2: S -0.69; H 0.11



No. 3
# H40NaO20

H40NaO20 as an isolated structure (wB97M-V/def2-TZVPD, OMol25).

Kohn-Sham gap   10.3 eV
Total charge   +1
HOMO   -12.9 eV

The geometry in XYZ format:
```
61
H40NaO20 (wB97M-V/def2-TZVPD)
Na -0.05536 -0.01999 -0.02528
O -3.95589 -2.94291 -0.89863
H -4.76157 -2.44072 -1.02079
H -4.23210 -3.85756 -0.95658
O 1.10640 -3.45775 -3.43221
H 1.26162 -4.10836 -4.11694
H 1.89111 -2.90965 -3.43965
O 0.24412 2.23297 1.19564
H 0.15251 3.08921 0.77768
H 0.83036 2.38885 1.93609
O -2.32773 -0.68542 -0.17624
H -2.93289 -0.75764 0.56187
H -2.54947 -1.42528 -0.74164
O -4.78056 -0.11260 0.96833
H -5.47274 -0.60601 0.52825
H -4.80370 0.75171 0.55764
O 1.73226 -4.71927 1.80659
H 0.87285 -4.70482 1.38536
H 2.24958 -5.32489 1.27571
O 3.53446 -2.62351 0.94389
H 4.41749 -2.82114 1.25601
H 2.99276 -3.33175 1.29201
O 4.22997 0.47686 -2.61856
H 4.24983 -0.28786 -2.04319
H 4.05709 0.11793 -3.48891
O 0.64893 4.50880 -0.36187
H 1.32261 4.83807 0.23308
H 0.74973 5.03642 -1.15413
O -0.09554 -1.35798 2.18229
H -0.71517 -1.86877 2.70323
H 0.76394 -1.70024 2.42803
O 0.92859 2.62071 -3.79772
H 1.06655 2.86976 -4.71159
H 1.28148 3.35371 -3.29332
O -0.52265 -4.03356 0.07240
H -1.26313 -3.53619 0.41960
H 0.11303 -3.36707 -0.18825
O -3.35424 3.36928 2.97052
H -2.55742 2.86107 2.81876
H -3.04188 4.25287 3.16529
O -2.00353 4.61825 -3.14057
H -1.89817 5.36274 -2.54823
H -1.73992 3.85889 -2.62085
O 0.53522 0.18026 -2.98352
H 0.82020 1.08394 -3.11907
H 0.76658 -0.26886 -3.79654
O -2.69111 2.37530 -1.32459
H -3.29781 1.75815 -1.73359
H -2.87940 2.31206 -0.38823
O -0.74127 2.05176 3.82352
H -0.34094 2.34236 3.00406
H -0.11181 2.30163 4.49996
O 3.34304 0.09840 1.60028
H 3.38248 -0.79745 1.26542
H 2.84970 0.02764 2.41749
O 1.38569 -2.14116 -0.69925
H 2.19461 -2.39305 -0.25381
H 1.42210 -2.59819 -1.53951
O 2.15943 -0.10780 3.90291
H 1.58332 -0.62981 4.46132
H 1.98665 0.79791 4.15995
```

Results of the natural (NBO) charge analysis, in e, for atoms 1 through 2: Na 0.96; O -0.96



No. 4
# H40O20

A 20-piece molecular cluster, H40O20 overall (wB97M-V/def2-TZVPD, OMol25).

Kohn-Sham gap (alpha / beta)   2.5 / 10.1 eV
2S+1   2
Total charge   -1
Expectation value of S²   0.751
Relative energy (zero: lowest compared OMol25 entry of this formula, charge and spin)   100.7 kcal/mol
HOMO (alpha / beta)   -0.3 / -8.0 eV

The geometry in XYZ format:
```
60
H40O20 (wB97M-V/def2-TZVPD)
O 1.30124 -4.09667 2.77768
H 0.57432 -4.78773 2.94082
H 0.76351 -3.49174 2.25942
O -2.31234 -3.16584 -3.40927
H -2.39320 -2.51172 -4.02575
H -1.36669 -3.08329 -3.11246
O 0.54785 -2.74605 -4.85088
H 0.91610 -2.10033 -5.40674
H 1.14068 -3.53878 -4.85622
O 2.30860 0.49901 -4.87307
H 2.83712 0.63132 -4.12199
H 1.83392 1.31461 -4.89359
O 0.63485 -1.68546 1.29785
H 0.14515 -2.36415 0.89980
H 1.56736 -1.66042 1.40488
O 0.13781 0.61115 -1.92715
H 0.87156 0.25491 -2.43168
H -0.63518 0.29963 -2.33357
O -0.49430 0.43316 1.69427
H -1.28241 0.94366 1.77341
H -0.47050 0.05123 0.77543
O 2.49768 -0.36331 -1.90302
H 2.99638 -0.88450 -2.58408
H 2.28242 -0.93518 -1.17177
O -2.06903 -3.11926 0.20295
H -2.61828 -2.58434 -0.50275
H -1.91772 -3.96831 -0.26313
O -2.95778 0.87844 1.86271
H -3.92700 1.05389 1.44841
H -2.70437 -0.04032 1.50270
O -0.82608 -0.72265 4.29283
H -0.15977 -0.75004 3.52579
H -1.60037 -0.45516 3.67169
O 3.52722 -0.83421 1.99014
H 2.94454 -0.31786 2.53932
H 4.18663 -0.43028 2.46477
O -2.95428 2.30113 -1.64920
H -3.58911 2.18266 -0.94690
H -2.06494 2.18797 -1.23063
O 2.64051 4.71840 -0.94901
H 3.65672 4.44980 -0.81991
H 2.36731 4.52737 0.07130
O -1.58358 3.77102 4.32952
H -0.80291 3.92867 3.76837
H -1.53517 3.22551 5.11506
O -0.01175 1.79344 4.57943
H -0.76527 1.12328 4.77017
H 0.87100 1.31827 4.55313
O -4.28836 -2.09672 0.40250
H -3.77199 -2.90329 0.85249
H -4.82604 -2.36584 -0.36461
O 2.06718 1.11521 1.36248
H 1.55993 0.23988 1.18238
H 1.54841 1.62297 0.88121
O 3.70195 2.50642 -0.94267
H 2.92172 1.87272 -0.63808
H 4.27538 2.20969 -0.22407
O -1.78962 0.77132 -4.12521
H -2.38452 -0.02828 -4.40114
H -2.06709 1.21541 -3.37457
```

Results of the natural (NBO) charge analysis, in e, for atoms 1 through 2: O -0.96; H 0.45



No. 5
# H40O20

A 20-piece molecular cluster, H40O20 overall (wB97M-V/def2-TZVPD, OMol25).

Kohn-Sham gap   10.6 eV
Total charge   0
Relative energy (zero: lowest compared OMol25 entry of this formula, charge and spin)   85.2 kcal/mol
HOMO   -11.0 eV

The geometry in XYZ format:
```
60
H40O20 (wB97M-V/def2-TZVPD)
O -0.27635 0.36792 2.36857
H -0.76850 -0.37104 2.01123
H 0.62458 0.12227 2.60411
O -2.50170 3.50237 2.12570
H -3.06226 2.74065 2.29899
H -3.01438 4.24382 2.40386
O -2.86728 1.27022 -0.36604
H -2.39304 0.44376 -0.49775
H -2.19667 1.90293 -0.08997
O 0.06595 -4.37672 0.17854
H 0.09541 -5.03566 0.89293
H 0.98109 -4.64597 -0.13513
O 1.38060 -1.63552 -5.74683
H 0.44058 -1.78967 -5.93173
H 1.37814 -2.26822 -5.00990
O -3.21013 0.13387 -3.79205
H -2.34178 0.50470 -3.98042
H -3.18996 -0.81762 -3.91126
O -0.72367 2.57661 0.28631
H -1.03916 3.00029 1.10199
H -0.95618 3.19608 -0.41655
O 3.36314 1.99253 -3.35415
H 3.74693 1.39987 -4.00877
H 3.78353 2.84195 -3.52362
O 3.96769 -1.62713 -0.11144
H 3.99438 -0.90998 0.53358
H 3.27056 -1.31576 -0.70327
O 3.12286 1.35715 2.59590
H 3.07333 1.36071 1.63266
H 2.80926 2.20180 2.92401
O 1.48685 1.23397 -0.25038
H 0.93263 2.03964 -0.30903
H 0.91116 0.82322 0.41419
O -1.17614 -2.91638 2.26976
H -2.05311 -3.29141 2.31233
H -0.85176 -3.43124 1.50729
O -0.68815 5.74444 -0.16703
H -1.51729 5.86242 -0.64104
H -0.90078 5.69398 0.76906
O -2.38923 2.44761 -3.16838
H -3.25347 2.04179 -3.04200
H -2.02177 2.31851 -2.28880
O 0.03752 -4.74516 4.01320
H -0.90993 -4.74922 3.86756
H 0.26960 -3.82876 4.16329
O -2.96387 -1.39957 0.02425
H -2.36564 -0.95762 0.63777
H -3.59837 -0.69734 -0.17096
O 4.91219 2.31819 -0.19049
H 4.20535 1.88716 -0.68914
H 4.49112 3.02865 0.30146
O -2.21599 -3.30902 -2.11326
H -1.91720 -4.11753 -1.69517
H -2.29611 -2.73033 -1.34508
O 2.51261 -5.29630 -0.23683
H 2.55819 -5.58604 0.67689
H 3.06813 -4.50166 -0.21804
O -0.78418 1.82155 4.73189
H -0.85783 1.37705 3.87118
H -0.18151 2.55324 4.58606
```

Results of the natural (NBO) charge analysis, in e, for atoms 1 through 2: O -0.98; H 0.49



No. 6
# H41O20

H41O20 as an isolated structure (wB97M-V/def2-TZVPD, OMol25).

Kohn-Sham gap   9.9 eV
Total charge   +1
Relative energy (zero: lowest compared OMol25 entry of this formula, charge and spin)   140.1 kcal/mol
HOMO   -13.0 eV

The geometry in XYZ format:
```
61
H41O20 (wB97M-V/def2-TZVPD)
O -1.79099 -0.62690 -0.32459
H -2.87375 -0.96307 -0.94647
O -1.08014 -4.38608 0.43147
H -1.81897 -4.32772 -0.13376
H -0.59238 -5.09460 0.00358
O -1.39627 1.07620 1.32855
H -1.29895 0.35903 2.01993
H -0.78348 1.80484 1.07406
O 1.82722 0.57154 -3.27432
H 1.42662 -0.33493 -3.42020
H 2.55396 0.71507 -3.85369
O 1.86318 -0.06772 0.77748
H 0.79507 -1.17894 -2.05178
H 1.67875 -0.71382 1.40892
O 0.29193 -2.00707 -1.86909
H -1.04522 -2.68891 -3.09890
H 0.13146 -2.26072 -0.96637
O -1.95622 -2.69397 -3.42146
H -1.65504 -2.25765 -4.18878
H 2.54202 2.62846 2.18883
O 2.60122 -4.62727 2.31920
H 3.02891 -4.13601 1.65393
H 1.99005 -4.02550 2.75972
O 0.56734 2.62443 1.49639
H 1.19140 2.54576 0.64106
H 2.34410 -0.59171 0.17394
O -2.58909 3.01041 -0.52276
H -1.80153 3.47851 -0.39335
H -3.30497 3.66050 -0.40290
O -3.11077 -2.25329 -1.34762
H -3.94134 -2.66525 -1.49065
H -1.87379 0.26463 0.43306
O 0.77349 -2.79942 5.13792
H 1.06281 -2.41190 4.36626
H -0.16768 -2.81043 4.96351
O 4.51936 -1.14309 2.36369
H 3.97612 -0.34285 2.53316
H 4.81139 -1.13002 1.40381
O 0.23592 -0.54271 -4.73102
H 0.15472 0.42943 -4.98874
H 0.68340 -1.09285 -5.39687
O -0.02717 5.08393 0.72782
H -2.45197 -2.34063 -2.17809
H 0.05978 5.94735 1.20703
O -4.02043 2.00520 2.31388
H -3.13546 1.97229 1.87571
H -4.39138 2.76403 2.21562
O -0.79099 1.25352 -2.18914
H 0.18462 1.52945 -1.95345
H -1.34848 1.79968 -2.75933
O 2.64198 2.89104 3.08319
H -0.32030 4.98156 -0.19158
H 2.40657 2.15675 3.68711
O -1.12567 -1.54516 1.83325
H -0.33916 -1.23500 1.47669
H -1.49276 -2.27041 1.38749
O 1.93379 2.75731 -1.16302
H 2.72865 2.13790 -1.18125
H 2.40853 3.52567 -1.21998
H -1.32232 -0.01682 -1.01820
H 0.43239 3.60793 1.39115
```

Results of the natural (NBO) charge analysis, in e, for atoms 1 through 2: O -0.99; H 0.56



E_tot
In order: -52677.06467; -21720.23372; -46013.35461; -41594.94744; -41599.32896; -41605.74654
Unit: eV